1.
{"formula": "CH11N2O3", "method": "wB97M-V/def2-TZVPD", "species": ["N", "C", "N", "H", "H", "H", "H", "H", "H", "H", "O", "H", "H", "O", "H", "H", "O"], "positions_angstrom": [[-1.1263, -0.3084, 0.0776], [-1.3422, 0.4624, -0.9516], [-0.4115, 1.1018, -1.6309], [-0.2420, -0.7820, 0.2521], [-1.8698, -0.4403, 0.7601], [-2.3605, 0.5302, -1.3227], [-0.6886, 1.9308, -2.1355], [0.5285, 0.8994, -1.3621], [-3.1226, -0.0949, 3.0021], [-3.6169, -1.3548, 2.3586], [-2.9046, -0.7272, 2.3138], [2.0006, -1.7096, -1.1328], [2.2853, -0.4012, -0.4114], [1.5641, -0.9173, -0.8173], [3.7555, 1.1670, 1.1701], [4.4645, 0.4154, 0.0717], [3.5704, 0.5736, 0.4266]], "forces_ev_per_angstrom": [[-0.1, -0.5, 0.1], [0.1, 0.1, -0.2], [-1.0, -0.5, 0.4], [0.3, 0.6, -0.1], [-0.3, -0.5, -0.1], [-0.1, 0.7, 0.5], [0.3, -0.3, -0.4], [0.8, 0.2, -0.2], [0.1, 0.2, 0.1], [-0.5, -0.6, -0.1], [0.4, 0.4, -0.2], [-0.1, -0.3, -0.2], [0.0, 0.0, 0.2], [0.0, 0.4, 0.2], [-0.4, -0.2, -0.1], [-0.5, 0.0, 0.0], [0.9, 0.2, 0.0]], "charge": 1, "fmax_ev_per_a": 1.2, "multiplicity": 1, "orbital_gap_ev": 11.88}

---

2.
{"formula": "C3H5DyO4", "method": "wB97M-V/def2-TZVPD", "species": ["C", "O", "C", "O", "Dy", "H", "H", "H", "H", "H", "O", "C", "O"], "positions_angstrom": [[2.5528, 0.7116, 2.6217], [1.6281, 0.1018, 1.7498], [0.4102, 0.8469, 1.4903], [-0.2132, 0.1840, 0.4886], [1.1989, -1.3210, -0.4580], [3.3904, 0.0191, 2.7568], [2.9264, 1.6560, 2.1952], [2.0832, 0.9096, 3.5976], [0.6999, 1.8877, 1.2360], [-0.1755, 0.8448, 2.4325], [-1.2098, -2.5964, 0.9094], [-1.9641, -1.7731, 1.2844], [-2.8204, -1.2098, 1.8327]], "forces_ev_per_angstrom": [[0.4, 0.4, 0.5], [0.1, -0.8, -1.0], [-0.1, 0.3, 0.6], [0.9, -1.3, -1.3], [-1.5, 1.5, 1.8], [-0.2, 0.2, 0.0], [-0.1, -0.2, 0.2], [0.2, 0.0, -0.3], [-0.1, -0.3, 0.0], [0.1, 0.1, -0.3], [0.5, 1.0, -0.8], [-1.4, -1.0, 1.8], [1.3, 0.1, -1.2]], "s_squared": 12.02, "charge": 1, "fmax_ev_per_a": 2.8, "multiplicity": 7, "orbital_gap_ev": [9.45, 8.00]}

---

3.
{"formula": "C23H50Cl2FN7O8P", "method": "wB97M-V/def2-TZVPD", "species": ["C", "C", "C", "C", "C", "C", "C", "C", "N", "C", "C", "O", "C", "C", "C", "N", "C", "C", "O", "F", "O", "C", "C", "C", "N", "C", "Cl", "C", "C", "Cl", "P", "O", "O", "O", "H", "H", "H", "H", "H", "H", "H", "H", "H", "H", "H", "H", "H", "H", "H", "H", "H", "H", "H", "H", "H", "H", "H", "H", "H", "H", "H", "H", "H", "H", "H", "H", "H", "H", "H", "H", "H", "H", "H", "H", "H", "H", "C", "O", "N", "N", "H", "H", "H", "H", "C", "O", "N", "N", "H", "H", "H", "H"], "positions_angstrom": [[3.0505, -0.5239, 4.5788], [1.5336, -0.2961, 4.6253], [1.1002, 0.8929, 3.7742], [-0.2979, 1.4286, 4.0785], [-1.4108, 0.3847, 4.1698], [-1.4960, -0.6075, 3.0113], [-1.4550, 0.0370, 1.6164], [-1.0114, -1.0233, 0.6032], [-1.4207, -0.7364, -0.7849], [-2.8557, -0.9124, -1.0564], [-3.3536, -2.3548, -0.9616], [-2.6480, -3.2282, -1.7989], [-1.7355, -4.1233, -1.1734], [-2.4099, -5.1404, -0.2772], [-0.5924, -0.2785, -1.6741], [0.7459, 0.0408, -1.3708], [0.9779, 1.1051, -0.4010], [2.0031, 2.0852, -0.9125], [3.1535, 1.8919, -1.1184], [1.4345, 3.2620, -1.1554], [1.4984, -1.1315, -1.1794], [2.7962, -1.0226, -1.8311], [3.2362, -2.3419, -2.4776], [2.1272, -3.3211, -2.8499], [-1.0911, 0.0048, -2.9620], [-0.6637, -0.8989, -4.0539], [0.8274, -0.3556, -4.8611], [-1.8840, -1.1531, -5.0062], [-2.2626, -2.6391, -5.0692], [-1.6355, -0.5403, -6.6600], [-1.2442, 1.6875, -3.1875], [-1.8224, 2.2165, -1.9469], [-2.1095, 1.7649, -4.4980], [0.1710, 2.3128, -3.5053], [3.3124, -1.1124, 3.6973], [3.4107, -1.0601, 5.4525], [3.5853, 0.4214, 4.4864], [1.1865, -0.1727, 5.6461], [1.0741, -1.2153, 4.2562], [1.2263, 0.6421, 2.7148], [1.8059, 1.7046, 3.9665], [-0.5753, 2.1835, 3.3381], [-0.2434, 1.9324, 5.0419], [-1.2774, -0.1731, 5.0972], [-2.3776, 0.8851, 4.2449], [-2.4555, -1.1278, 3.0756], [-0.7311, -1.3809, 3.0901], [-0.7427, 0.8561, 1.6006], [-2.4470, 0.4127, 1.3745], [0.0648, -1.1431, 0.6380], [-1.4485, -1.9809, 0.8728], [-3.0940, -0.4926, -2.0235], [-3.3840, -0.3183, -0.3108], [-4.3842, -2.3178, -1.3175], [-3.3974, -2.6991, 0.0721], [-1.2330, -4.6295, -1.9961], [-0.9595, -3.5849, -0.6228], [-3.2899, -5.5541, -0.7630], [-2.7332, -4.7002, 0.6688], [-1.7056, -5.9292, -0.0211], [1.3443, 0.6890, 0.5413], [0.0454, 1.6313, -0.2023], [2.7339, -0.2223, -2.5629], [3.5072, -0.7130, -1.0683], [3.7540, -2.0646, -3.3958], [3.9838, -2.8211, -1.8497], [1.7662, -3.1242, -3.8619], [2.5233, -4.3352, -2.8685], [1.3015, -3.2875, -2.1565], [-0.3915, -1.8491, -3.6059], [-2.6974, -0.5603, -4.6086], [-2.0346, -3.0472, -6.0481], [-3.3240, -2.7662, -4.8719], [-1.7300, -3.2235, -4.3247], [-1.6342, 1.7440, -5.3417], [0.4394, 2.3358, -4.4324], [1.0086, 1.9238, 7.7951], [0.2877, 0.9878, 7.4839], [0.6468, 3.2263, 7.5841], [2.2297, 1.7388, 8.3784], [1.2179, 4.0077, 7.8435], [-0.2590, 3.3949, 7.1905], [2.5131, 0.7949, 8.5608], [2.8329, 2.4907, 8.6513], [1.2760, 6.2337, -3.9872], [1.4864, 7.0252, -4.8836], [0.1524, 6.2846, -3.2027], [2.1433, 5.2112, -3.6890], [-0.0331, 5.6408, -2.4576], [-0.5017, 7.0207, -3.3898], [2.9775, 5.1430, -4.2402], [1.9920, 4.5583, -2.9439]], "forces_ev_per_angstrom": [[-0.2, 0.1, -0.3], [0.3, -0.3, -0.1], [0.1, 0.0, 0.2], [-0.1, -0.1, -0.1], [0.1, -0.1, 0.0], [-0.3, 0.1, -0.2], [0.1, -0.4, 0.1], [0.1, 0.2, 0.4], [0.5, 0.2, -0.5], [-0.4, -0.1, 0.1], [0.0, 0.1, 0.0], [0.1, 0.2, -0.3], [0.1, -0.3, 0.0], [-0.1, 0.2, 0.3], [-0.8, -0.2, 0.5], [0.1, 0.1, -0.4], [-0.2, -0.3, 0.5], [0.7, -0.6, -0.3], [-0.5, 0.2, 0.1], [-0.1, 0.8, 0.0], [-0.1, -0.1, 0.1], [0.2, 0.0, -0.2], [0.0, 0.2, 0.0], [0.3, -0.1, -0.4], [0.8, -0.2, -0.2], [-0.4, 0.1, 0.3], [0.2, 0.0, -0.1], [0.3, -0.3, 0.1], [0.0, 0.1, 0.0], [-0.1, 0.2, -0.1], [-0.5, 0.4, 0.4], [0.3, -0.3, -0.5], [0.1, 0.2, 0.2], [-0.2, 0.1, 0.0], [0.1, 0.0, 0.0], [0.0, 0.0, 0.1], [0.1, 0.0, 0.2], [0.0, 0.2, 0.2], [-0.2, 0.0, 0.1], [-0.1, 0.0, -0.1], [0.0, 0.1, -0.1], [0.1, 0.1, 0.0], [-0.1, 0.1, 0.1], [-0.1, -0.1, 0.0], [0.0, 0.1, 0.1], [0.1, -0.2, 0.1], [0.2, 0.1, 0.0], [-0.2, 0.1, 0.0], [0.0, 0.2, -0.1], [0.1, -0.1, -0.1], [-0.1, -0.1, -0.1], [0.2, 0.0, -0.1], [0.0, 0.0, 0.0], [-0.1, 0.0, 0.1], [0.1, -0.1, 0.1], [0.0, 0.0, -0.1], [0.1, 0.2, 0.1], [0.0, -0.2, -0.1], [0.0, 0.0, 0.0], [0.0, -0.1, -0.1], [0.1, 0.0, 0.0], [0.0, 0.0, -0.2], [-0.2, 0.0, -0.1], [0.0, 0.0, 0.0], [0.2, 0.0, 0.0], [-0.1, -0.1, 0.1], [-0.2, 0.1, 0.1], [0.0, 0.0, 0.0], [-0.3, -0.1, 0.2], [0.0, 0.0, 0.2], [-0.1, 0.0, 0.0], [0.0, -0.1, -0.1], [0.0, 0.0, -0.1], [0.0, 0.0, 0.1], [-0.2, -0.1, -0.2], [0.2, 0.0, 0.0], [0.0, 0.0, 0.1], [0.0, 0.1, -0.1], [0.1, -0.1, -0.1], [0.0, 0.0, -0.1], [0.0, 0.0, 0.0], [0.0, 0.0, 0.0], [0.0, 0.0, 0.0], [0.0, 0.0, 0.0], [0.0, 0.0, 0.0], [0.0, 0.0, 0.0], [0.0, -0.1, -0.1], [-0.1, -0.2, -0.1], [0.0, 0.0, 0.0], [0.0, 0.0, 0.0], [0.1, 0.1, 0.0], [0.0, 0.1, 0.1]], "charge": 1, "fmax_ev_per_a": 1.0, "multiplicity": 1, "orbital_gap_ev": 7.45}